Record 1
96
Properties=species:S:1:pos:R:3:lowdin_spin:R:1 method="wB97M-V/def2-TZVPD" multiplicity=6 homo_ev="-5.4 / -8.0" de_lowest_kcal_mol=52.2 lumo_energy_ha="0.0001 / -0.0027" s_squared=8.7885
Fe 0.002 -0.253 -0.017 3.6982
Cl -3.957 1.180 3.249 0.0005
C -2.590 2.153 2.926 0.0010
C -1.563 1.679 2.117 0.0036
C -0.634 2.613 1.661 0.0027
Cl 0.337 2.280 0.280 0.0313
C -0.560 3.892 2.207 0.0014
Cl 0.677 4.976 1.702 0.0016
C -1.498 4.300 3.145 0.0004
Cl -1.381 5.845 3.877 0.0002
C -2.564 3.456 3.433 0.0010
Cl -3.862 4.044 4.389 0.0003
Cl -3.342 -1.793 3.109 0.0238
C -1.718 -1.350 3.525 0.0892
C -1.129 -2.012 4.584 0.0286
C 0.231 -1.875 4.822 0.1029
Cl 0.924 -2.719 6.171 0.0162
C 1.070 -1.173 3.942 0.0176
C 2.483 -1.087 4.039 0.2462
C 3.200 -0.388 3.051 0.0469
C 2.537 0.123 1.969 0.1748
N 1.173 0.031 1.829 0.1739
C 0.442 -0.519 2.841 0.0248
C -0.948 -0.486 2.737 0.0545
O -1.499 0.348 1.724 0.0274
H -1.732 -2.661 5.205 0.0003
H 2.985 -1.546 4.878 0.0158
H 4.273 -0.264 3.126 -0.0019
H 3.062 0.645 1.177 0.0112
O -1.603 -1.556 -0.245 0.0655
N -2.433 -1.351 -1.181 -0.0048
N -2.220 -0.277 -1.814 0.0059
O -1.231 0.539 -1.529 0.0688
C -3.087 0.065 -2.921 0.0014
C -4.194 -0.720 -3.233 0.0007
C -4.995 -0.357 -4.302 0.0000
C -4.697 0.772 -5.056 0.0004
C -3.596 1.546 -4.730 0.0000
C -2.782 1.195 -3.658 0.0009
H -4.405 -1.596 -2.639 0.0001
H -5.862 -0.956 -4.546 0.0000
H -5.330 1.053 -5.890 0.0000
H -3.364 2.432 -5.307 0.0000
H -1.915 1.779 -3.388 0.0003
C 1.404 -4.224 -5.361 0.0002
C 1.477 -2.704 -5.599 0.0002
C 1.169 -1.909 -4.320 0.0008
C 1.704 -2.655 -3.089 0.0139
C 0.913 -3.973 -2.902 0.0008
C 0.413 -4.540 -4.243 0.0001
P 1.585 -1.615 -1.582 0.0313
C 2.231 -2.671 -0.195 0.0047
C 3.487 -3.521 -0.466 0.0009
C 3.605 -4.677 0.548 0.0004
C 3.069 -4.248 1.913 0.0008
C 1.552 -3.991 1.840 0.0001
C 1.125 -3.543 0.433 0.0040
C 2.955 -0.363 -1.724 0.0004
C 4.319 -0.813 -2.315 0.0004
C 4.644 -0.074 -3.614 0.0001
C 4.737 1.439 -3.369 -0.0001
C 3.604 1.943 -2.442 0.0000
C 2.459 0.933 -2.397 -0.0015
H 2.390 -4.609 -5.076 0.0001
H 1.116 -4.734 -6.282 0.0000
H 0.764 -2.414 -6.375 0.0000
H 2.473 -2.440 -5.964 0.0000
H 0.090 -1.766 -4.206 0.0002
H 1.611 -0.916 -4.398 0.0001
H 2.759 -2.874 -3.258 0.0015
H 0.059 -3.805 -2.240 0.0003
H 1.556 -4.713 -2.420 0.0000
H -0.565 -4.118 -4.494 0.0000
H 0.281 -5.619 -4.148 0.0000
H 2.486 -1.918 0.560 0.0032
H 4.373 -2.887 -0.384 0.0001
H 3.470 -3.934 -1.478 0.0001
H 4.652 -4.977 0.631 0.0000
H 3.046 -5.550 0.194 0.0000
H 3.586 -3.334 2.222 0.0008
H 3.286 -5.007 2.666 0.0001
H 1.279 -3.228 2.570 0.0005
H 1.003 -4.897 2.109 0.0000
H 0.182 -2.995 0.491 0.0017
H 0.947 -4.419 -0.195 0.0003
H 3.115 -0.107 -0.673 0.0008
H 4.347 -1.888 -2.486 0.0001
H 5.109 -0.592 -1.590 0.0000
H 3.877 -0.293 -4.365 0.0000
H 5.592 -0.439 -4.016 0.0000
H 4.700 1.964 -4.324 0.0000
H 5.705 1.664 -2.916 0.0000
H 3.238 2.913 -2.783 0.0000
H 3.979 2.085 -1.423 0.0001
H 2.106 0.747 -3.413 0.0001
H 1.607 1.327 -1.844 -0.0015

Record 2
92
Properties=species:S:1:pos:R:3:lowdin_spin:R:1 method="wB97M-V/def2-TZVPD" multiplicity=5 homo_ev="-5.9 / -6.6" lumo_energy_ha="-0.0011 / -0.0112" s_squared=6.0315
Cr -0.344 0.089 0.054 3.6307
C -0.353 -1.429 2.680 0.0110
N 0.210 -1.649 1.342 0.0125
C 1.678 -1.833 1.376 0.0072
C 2.561 -0.570 1.529 0.0036
N 1.815 0.678 1.499 0.0350
C 2.520 1.714 0.745 0.0051
C 1.391 1.183 2.779 0.0065
C 2.049 0.970 3.982 0.0012
C 1.500 1.401 5.182 0.0026
C 0.283 2.064 5.191 0.0017
C -0.358 2.338 4.000 0.0021
C 0.188 1.916 2.790 0.0091
S -0.633 2.242 1.298 0.0193
C -0.296 -2.910 0.799 0.0062
C -0.383 -4.056 1.577 -0.0005
C -0.824 -5.253 1.039 0.0036
C -1.184 -5.322 -0.300 0.0001
C -1.055 -4.210 -1.099 0.0022
C -0.610 -2.999 -0.564 0.0052
S -0.431 -1.643 -1.616 0.0053
H 0.046 -2.120 3.431 0.0016
H -1.437 -1.557 2.630 0.0016
H -0.143 -0.416 3.017 0.0018
H 1.949 -2.288 0.419 0.0006
H 1.936 -2.540 2.178 0.0007
H 3.248 -0.556 0.682 0.0001
H 3.173 -0.661 2.432 0.0002
H 3.465 2.000 1.228 0.0006
H 1.885 2.596 0.673 0.0010
H 2.721 1.352 -0.264 0.0014
H 2.998 0.452 4.013 0.0001
H 2.022 1.209 6.109 0.0002
H -0.165 2.373 6.124 0.0001
H -1.307 2.852 3.978 0.0000
H -0.097 -4.038 2.619 0.0000
H -0.868 -6.129 1.671 0.0002
H -1.556 -6.248 -0.712 -0.0001
H -1.310 -4.235 -2.148 -0.0005
O 0.572 1.484 -2.045 0.0337
N -0.663 1.210 -1.418 -0.0264
C -1.663 1.801 -2.002 0.0591
C -3.053 1.706 -1.699 0.0019
C -3.904 2.460 -2.542 0.0115
C -5.271 2.440 -2.428 -0.0019
C -5.875 1.665 -1.440 0.0138
C -5.071 0.936 -0.590 -0.0003
C -3.677 0.932 -0.690 0.0156
P -2.841 -0.192 0.484 0.0556
C -3.767 0.315 1.975 0.0108
C -4.432 -0.511 2.879 0.0054
C -5.050 0.034 3.992 -0.0002
C -4.984 1.397 4.240 0.0051
C -4.300 2.222 3.360 -0.0003
C -3.708 1.688 2.237 0.0052
C -3.570 -1.776 -0.044 0.0057
C -4.052 -1.943 -1.344 0.0032
C -4.526 -3.171 -1.764 0.0002
C -4.537 -4.250 -0.895 0.0026
C -4.021 -4.107 0.383 0.0003
C -3.517 -2.890 0.794 0.0028
H 1.056 0.631 -2.070 0.0040
H -1.406 2.432 -2.852 0.0027
H -3.454 3.065 -3.317 0.0003
H -5.880 3.016 -3.109 -0.0004
H -6.952 1.625 -1.346 0.0009
H -5.530 0.327 0.178 0.0000
H -4.512 -1.576 2.709 0.0004
H -5.589 -0.611 4.676 -0.0001
H -5.472 1.817 5.108 0.0004
H -4.232 3.284 3.556 -0.0001
H -3.183 2.327 1.543 0.0004
H -4.057 -1.110 -2.032 0.0004
H -4.896 -3.285 -2.774 0.0000
H -4.932 -5.200 -1.220 0.0002
H -3.991 -4.953 1.055 0.0000
H -3.055 -2.819 1.768 0.0003
S 2.827 -0.903 -1.900 0.0055
C 3.711 -0.306 -3.175 0.0014
N 3.342 -0.534 -4.443 0.0006
C 4.121 -0.108 -5.584 0.0001
C 5.592 -0.065 -5.180 0.0000
C 5.734 0.853 -3.970 0.0001
N 4.826 0.404 -2.939 0.0006
H 2.496 -1.064 -4.577 0.0000
H 3.796 0.885 -5.920 0.0000
H 3.967 -0.813 -6.402 0.0000
H 6.206 0.295 -6.004 0.0000
H 5.917 -1.072 -4.910 0.0000
H 5.501 1.887 -4.256 0.0000
H 6.750 0.827 -3.570 0.0000
H 5.051 0.568 -1.970 0.0000

> The highest multiplicity belongs to which entry?

C39H42Cl7FeN3O3P